1.
22
Properties=species:S:1:pos:R:3 method="wB97M-V/def2-TZVPD" homo_energy_ev=-4.7 homo_lumo_gap_ev=8.396 charge=-1 de_lowest_kj_mol=34.7
O -0.651 3.995 -1.305
O 1.761 0.829 0.599
O 1.043 2.136 -1.457
N 0.967 -1.155 -1.228
C -0.039 -0.720 -0.263
C -0.690 -2.017 0.324
C -1.616 -1.736 1.535
C 0.685 0.001 0.967
H 0.020 3.148 -1.243
H -1.981 -2.686 1.899
H 0.188 -2.566 0.662
H 1.181 -0.805 1.534
H -0.072 0.536 1.552
H 1.500 1.413 -0.249
H 1.897 2.514 -1.739
H 1.858 -1.183 -0.763
H -1.534 3.609 -1.421
H 1.072 -0.371 -1.876
H -1.289 -2.572 -0.389
H -0.758 -0.052 -0.730
H -1.094 -1.227 2.342
H -2.446 -1.089 1.248


2.
14
Properties=species:S:1:pos:R:3 method="wB97M-V/def2-TZVPD" homo_energy_ev=-8.4 homo_lumo_gap_ev=9.308 de_lowest_kj_mol=184.4
O 1.285 0.212 -1.552
O 0.054 0.337 0.385
C -1.101 -0.084 -0.349
C 1.248 0.263 -0.192
C 2.427 0.226 0.442
C -2.210 -0.298 0.658
H -1.928 -1.076 1.374
H -1.371 0.691 -1.074
H -2.407 0.626 1.209
H 2.501 0.031 1.490
H -0.872 -1.003 -0.893
H 2.218 0.004 -1.593
H -3.130 -0.607 0.152
H 3.288 0.679 -0.058


3.
19
Properties=species:S:1:pos:R:3 method="wB97M-V/def2-TZVPD" homo_energy_ev="-12.2 / -12.2" homo_lumo_gap_ev="8.457 / 8.458" charge=+1 de_lowest_kj_mol=436.0
N -1.956 0.017 0.083
N 0.151 0.743 0.588
N 2.325 0.064 0.616
N -1.076 0.980 0.363
C 3.099 0.301 -0.624
C -3.165 0.568 -0.491
C -1.861 -1.231 0.402
C 0.898 -0.267 0.366
H -2.712 -1.877 0.269
H -3.853 -0.221 -0.780
H 3.115 -0.603 -1.229
H -1.010 -1.616 0.929
H 4.120 0.592 -0.389
H -2.898 1.175 -1.355
H 2.782 -0.668 1.173
H -3.638 1.223 0.241
H 0.763 -1.212 -0.143
H 2.619 1.098 -1.189
H 2.296 0.933 1.169


4.
13
Properties=species:S:1:pos:R:3 method="wB97M-V/def2-TZVPD" s_squared=2.02 homo_energy_ev="-8.3 / -11.1" homo_lumo_gap_ev="8.340 / 8.803" spin_multiplicity=3 de_lowest_kj_mol=59.3
O 0.748 -1.774 1.678
O 1.561 -0.473 -0.277
N -1.933 0.469 2.822
C -0.736 1.249 -0.352
C -1.313 0.395 1.814
C -0.596 0.278 0.698
B 0.625 -0.777 0.689
H -0.936 -1.601 -0.235
H -1.244 2.163 0.001
H 1.409 -2.481 1.462
H 2.543 -0.836 -0.195
H 0.281 1.729 -0.676
H -1.270 0.831 -1.194


5.
60
Properties=species:S:1:pos:R:3 method="wB97M-V/def2-TZVPD" homo_energy_ev=-9.4 homo_lumo_gap_ev=7.981 de_lowest_kj_mol=93.2
Br -2.294 0.157 -0.642
Br -0.790 3.946 -0.379
Ti -0.078 -0.714 -0.206
S 0.774 -3.867 0.708
S -0.679 -2.443 2.516
F 0.173 -4.631 -1.703
F -0.938 -5.636 -0.135
F -1.435 -3.596 -0.677
F -2.254 -3.817 4.047
F 1.159 0.085 0.741
F -3.005 -1.862 3.488
F -3.042 -3.488 2.055
O -0.064 -1.825 3.637
O -0.993 -1.528 1.383
O 1.674 -1.738 -3.497
O 0.183 -1.452 -1.865
O 0.563 0.895 -1.564
O 1.784 -4.857 0.769
O 1.166 -2.529 0.274
N -0.688 2.123 1.698
N -0.077 -3.789 2.035
C 0.322 0.479 -5.263
C 4.577 1.218 -4.185
C 1.050 -1.008 -2.792
C -0.932 1.660 2.924
C 2.882 2.167 -2.218
C -1.979 1.733 5.206
C -1.541 1.762 -6.075
C -0.440 -4.477 -0.541
C 1.062 0.535 -2.851
C 2.466 1.117 -3.030
C -1.715 2.329 3.856
C -0.945 1.833 -3.746
C -1.763 2.235 -4.793
C 4.132 2.742 -2.394
C 0.111 0.962 -3.974
C -1.992 4.058 2.201
C -0.498 0.877 -6.305
C 4.984 2.271 -3.379
C -1.203 3.276 1.376
C -2.369 -2.944 3.055
C -2.247 3.557 3.466
C 3.327 0.645 -4.016
H -2.380 5.010 1.872
H -2.183 2.071 -6.889
H 5.962 2.714 -3.513
H 4.439 3.556 -1.751
H -2.855 4.128 4.158
H 3.043 -0.190 -4.638
H -2.583 2.913 -4.596
H 5.239 0.833 -4.949
H -2.186 2.507 5.944
H -1.187 2.194 -2.755
H -1.127 1.148 5.552
H 2.249 2.537 -1.423
H 0.186 1.785 -1.494
H -2.843 1.066 5.173
H 1.120 -0.225 -5.455
H -0.476 0.708 3.174
H -0.322 0.488 -7.299


6.
13
Properties=species:S:1:pos:R:3 method="wB97M-V/def2-TZVPD" homo_energy_ev="-9.5 / -9.5" homo_lumo_gap_ev="8.381 / 8.385" de_lowest_kj_mol=818.9
Si -0.126 -1.579 -0.015
O 2.752 0.913 0.192
O 2.529 -1.072 -0.687
N 2.198 -0.116 -0.006
C 0.971 -0.288 0.628
C 0.011 1.754 -0.194
H -1.403 -1.407 0.793
H 0.930 2.267 -0.418
H -0.585 1.416 -1.089
H -0.315 -1.090 -1.364
H -0.486 1.828 0.777
H 0.835 -0.045 1.645
H 0.201 -2.910 0.434


7.
53
Properties=species:S:1:pos:R:3 method="wB97M-V/def2-TZVPD" homo_energy_ev=-5.2 homo_lumo_gap_ev=7.958 charge=-1 de_lowest_kj_mol=0.0
Cl 1.715 -0.979 -3.054
S -2.867 -0.310 -0.964
P -0.055 0.094 1.024
F 1.133 2.624 0.701
F 3.141 0.217 2.213
F 1.680 1.377 3.334
F 2.358 1.008 -0.084
F 3.199 2.382 2.160
O 0.325 -0.541 -0.552
O 3.056 -4.724 3.624
O -4.393 1.976 0.854
O 1.414 -3.737 4.785
O -3.150 3.822 0.679
O -1.127 1.245 0.252
C -1.459 0.880 -1.078
C -3.213 2.426 -2.324
C 4.291 -2.840 2.939
C 4.346 -4.352 3.114
C 1.469 1.305 0.915
C -0.940 -1.191 -3.557
C 2.354 1.318 2.191
C -0.108 0.304 -1.549
C -2.061 -0.470 -4.335
C 2.460 -3.652 4.216
C -3.943 2.826 0.153
C 3.340 -2.427 4.058
C -4.280 2.936 -1.312
C -1.809 2.200 -1.779
C 0.074 -0.211 -2.984
H -1.088 -0.888 1.229
H -1.344 -1.839 -2.799
H 2.748 -1.557 3.797
H 5.103 -4.658 3.841
H -2.241 3.499 0.752
H -0.433 0.703 2.273
H 3.845 -2.592 1.975
H 4.520 -4.882 2.180
H -2.206 -1.472 -0.978
H 3.861 -2.258 5.003
H -1.880 0.598 -4.386
H -1.529 3.012 -1.131
H -3.621 1.566 -2.830
H 0.169 0.663 -3.606
H 5.271 -2.368 2.987
H 0.863 -0.821 1.683
H -2.134 -0.820 -5.356
H 0.519 1.207 -1.527
H -2.998 -0.603 -3.810
H -0.404 -1.798 -4.273
H -4.530 3.970 -1.518
H -3.111 3.203 -3.075
H -1.140 2.270 -2.635
H -5.189 2.363 -1.432


8.
90
Properties=species:S:1:pos:R:3 method="wB97M-V/def2-TZVPD" homo_energy_ev=-7.8 homo_lumo_gap_ev=5.558
Cl 20.834 -17.818 10.081
O 20.859 -13.000 4.869
O 19.993 -18.522 11.029
O 17.164 -15.610 19.218
O 22.047 -17.552 10.763
O 21.914 -11.616 12.472
O 20.285 -16.564 9.691
O 16.612 -23.447 14.627
O 27.440 -18.133 8.343
O 16.119 -14.671 3.632
O 26.674 -23.082 10.367
O 21.098 -18.537 8.854
O 23.110 -18.472 17.886
N 17.958 -16.714 3.158
N 18.053 -15.110 16.409
N 25.567 -23.131 7.364
C 15.358 -13.787 4.354
C 15.291 -23.105 14.911
C 16.154 -15.489 18.132
C 25.504 -23.763 9.869
C 15.814 -14.676 15.648
C 26.491 -22.561 11.698
C 25.518 -24.237 8.328
C 26.667 -25.064 7.906
C 16.195 -18.349 2.828
C 23.443 -19.555 18.691
C 16.509 -16.822 2.689
C 15.593 -15.991 3.549
C 16.807 -16.619 20.137
C 16.724 -14.721 16.838
B 25.586 -14.513 5.482
B 20.652 -9.736 8.226
H 20.110 -13.579 5.032
H 17.670 -16.917 20.731
H 14.832 -14.263 15.881
H 15.124 -18.492 2.680
H 14.296 -14.028 4.330
H 18.417 -15.504 17.265
H 20.797 -12.275 5.496
H 19.813 -10.405 8.345
H 27.422 -22.027 11.890
H 27.634 -24.563 7.870
H 14.761 -23.335 13.986
H 26.652 -25.909 8.595
H 14.761 -23.591 15.730
H 23.107 -18.886 17.020
H 16.905 -23.231 13.739
H 15.347 -22.028 15.066
H 16.198 -14.114 14.796
H 16.974 -13.710 17.160
H 20.499 -8.886 8.872
H 16.464 -18.668 3.835
H 18.557 -17.044 2.415
H 15.380 -12.773 3.953
H 15.254 -14.964 18.450
H 16.083 -16.211 20.844
H 21.568 -10.263 8.443
H 16.532 -16.423 1.675
H 24.687 -22.643 7.271
H 16.546 -17.551 19.637
H 14.582 -16.068 3.149
H 15.983 -16.478 17.708
H 17.957 -17.320 3.966
H 24.172 -20.256 18.282
H 24.614 -23.145 9.979
H 25.274 -24.611 10.514
H 25.419 -13.533 5.901
H 21.707 -13.416 5.038
H 26.563 -14.863 5.778
H 21.653 -11.499 11.555
H 22.862 -11.731 12.570
H 27.013 -18.908 7.972
H 24.901 -15.288 5.790
H 20.683 -9.379 7.208
H 15.383 -13.783 5.443
H 24.599 -24.819 8.258
H 15.630 -15.652 15.200
H 26.430 -23.411 12.377
H 25.772 -23.343 6.398
H 15.579 -16.372 4.570
H 25.597 -14.590 4.405
H 16.904 -18.802 2.135
H 26.477 -25.450 6.904
H 18.068 -15.936 15.828
H 27.261 -17.352 7.814
H 22.576 -20.214 18.658
H 28.395 -18.237 8.343
H 25.588 -21.959 11.806
H 21.403 -12.359 12.802
H 23.656 -19.261 19.718


Copy entry 7 word for word.
53
Properties=species:S:1:pos:R:3 method="wB97M-V/def2-TZVPD" homo_energy_ev=-5.2 homo_lumo_gap_ev=7.958 charge=-1 de_lowest_kj_mol=0.0
Cl 1.715 -0.979 -3.054
S -2.867 -0.310 -0.964
P -0.055 0.094 1.024
F 1.133 2.624 0.701
F 3.141 0.217 2.213
F 1.680 1.377 3.334
F 2.358 1.008 -0.084
F 3.199 2.382 2.160
O 0.325 -0.541 -0.552
O 3.056 -4.724 3.624
O -4.393 1.976 0.854
O 1.414 -3.737 4.785
O -3.150 3.822 0.679
O -1.127 1.245 0.252
C -1.459 0.880 -1.078
C -3.213 2.426 -2.324
C 4.291 -2.840 2.939
C 4.346 -4.352 3.114
C 1.469 1.305 0.915
C -0.940 -1.191 -3.557
C 2.354 1.318 2.191
C -0.108 0.304 -1.549
C -2.061 -0.470 -4.335
C 2.460 -3.652 4.216
C -3.943 2.826 0.153
C 3.340 -2.427 4.058
C -4.280 2.936 -1.312
C -1.809 2.200 -1.779
C 0.074 -0.211 -2.984
H -1.088 -0.888 1.229
H -1.344 -1.839 -2.799
H 2.748 -1.557 3.797
H 5.103 -4.658 3.841
H -2.241 3.499 0.752
H -0.433 0.703 2.273
H 3.845 -2.592 1.975
H 4.520 -4.882 2.180
H -2.206 -1.472 -0.978
H 3.861 -2.258 5.003
H -1.880 0.598 -4.386
H -1.529 3.012 -1.131
H -3.621 1.566 -2.830
H 0.169 0.663 -3.606
H 5.271 -2.368 2.987
H 0.863 -0.821 1.683
H -2.134 -0.820 -5.356
H 0.519 1.207 -1.527
H -2.998 -0.603 -3.810
H -0.404 -1.798 -4.273
H -4.530 3.970 -1.518
H -3.111 3.203 -3.075
H -1.140 2.270 -2.635
H -5.189 2.363 -1.432


Please write out number 4 again, unchanged.
13
Properties=species:S:1:pos:R:3 method="wB97M-V/def2-TZVPD" s_squared=2.02 homo_energy_ev="-8.3 / -11.1" homo_lumo_gap_ev="8.340 / 8.803" spin_multiplicity=3 de_lowest_kj_mol=59.3
O 0.748 -1.774 1.678
O 1.561 -0.473 -0.277
N -1.933 0.469 2.822
C -0.736 1.249 -0.352
C -1.313 0.395 1.814
C -0.596 0.278 0.698
B 0.625 -0.777 0.689
H -0.936 -1.601 -0.235
H -1.244 2.163 0.001
H 1.409 -2.481 1.462
H 2.543 -0.836 -0.195
H 0.281 1.729 -0.676
H -1.270 0.831 -1.194